Entry 1:
{"formula": "C3H11NO", "method": "wB97M-V/def2-TZVPD", "lumo_energy_ev": 0.9822, "gap_ev": 10.34, "e_above_lowest_ev": 1.818, "homo_energy_ev": -9.4, "smiles": "CCOC.N", "energy_ev": -6825.42746, "symbols": ["O", "N", "C", "C", "C", "H", "H", "H", "H", "H", "H", "H", "H", "H", "H", "H"], "coordinates": [[0.25997, -0.31351, 0.61026], [-0.87451, 2.64545, 0.04137], [0.65424, -0.29790, -1.88807], [0.41910, -1.21604, -0.58427], [-0.12051, -0.90271, 1.96799], [-1.06611, 3.02486, 0.99463], [-1.75114, 2.26876, -0.26064], [0.65140, -1.00769, -2.74348], [-0.48350, -1.91232, 1.75010], [-0.10506, 0.42143, -1.98765], [0.79984, -0.96876, 2.53838], [-0.35718, -1.95275, -0.72576], [1.60762, 0.27452, -1.81477], [-0.87002, -0.12650, 2.43323], [-0.05978, 2.00747, 0.08488], [1.29564, -1.94431, -0.41620]]}

=====

Entry 2:
{"formula": "C36H58N3O9P2S3V", "method": "wB97M-V/def2-TZVPD", "lumo_energy_ev": [-2.2474, -2.3427], "gap_ev": [6.50, 7.27], "charge": 1, "e_above_lowest_ev": 0.000, "homo_energy_ev": [-8.7, -9.6], "spin_multiplicity": 4, "s2": 3.76, "energy_ev": -137944.71854, "symbols": ["V", "S", "S", "S", "P", "P", "O", "O", "O", "O", "O", "O", "O", "O", "O", "N", "N", "N", "C", "C", "C", "C", "C", "C", "C", "C", "C", "C", "C", "C", "C", "C", "C", "C", "C", "C", "C", "C", "C", "C", "C", "C", "C", "C", "C", "C", "C", "C", "C", "C", "C", "C", "C", "C", "H", "H", "H", "H", "H", "H", "H", "H", "H", "H", "H", "H", "H", "H", "H", "H", "H", "H", "H", "H", "H", "H", "H", "H", "H", "H", "H", "H", "H", "H", "H", "H", "H", "H", "H", "H", "H", "H", "H", "H", "H", "H", "H", "H", "H", "H", "H", "H", "H", "H", "H", "H", "H", "H", "H", "H", "H", "H"], "coordinates": [[0.62309, 0.67854, 0.40584], [-0.48898, 0.91726, -2.61308], [2.18425, 2.56986, 0.46632], [4.71354, -0.09598, -0.86516], [1.47858, -2.71220, 0.26407], [-1.39045, -1.96449, 0.77923], [-2.79461, -2.62173, 1.09226], [-0.97758, -1.28036, 2.13139], [1.80538, -3.38261, -1.11833], [-1.29732, -0.96976, -0.30671], [2.37865, -3.38822, 1.37085], [-0.89146, 1.95785, 0.43021], [0.84348, 0.89720, 2.46717], [1.61568, -1.25178, 0.35993], [0.71364, 0.62260, -1.74262], [1.17735, 2.10144, 2.89270], [4.07395, 2.25823, -1.77902], [4.53465, 0.65159, -3.42152], [-1.26460, 3.03571, 0.00754], [2.15324, 4.23216, 2.66570], [4.26149, 1.56440, -4.30109], [4.24117, -4.88379, 1.38366], [-1.76575, 5.67576, -1.07266], [-2.59772, 3.59719, 0.16810], [-4.86832, 3.50822, 0.93650], [0.31853, -1.99836, 4.01314], [-0.36070, -0.28790, -3.94352], [2.72908, -4.80128, 1.40590], [-5.11528, 4.77260, 0.42409], [-3.24181, -3.89490, 0.53895], [0.88126, 2.37581, 4.18548], [-2.01440, -1.02777, 4.27389], [1.81972, 2.99361, 2.08932], [3.85779, 2.89096, -4.01146], [3.07272, -3.12437, -1.82364], [4.45236, 0.96521, -2.09366], [-3.62739, 2.89442, 0.82732], [0.72150, 0.24682, -4.87418], [-4.39124, -4.34867, 1.41072], [-1.08238, -1.88928, 3.44669], [-6.45769, 5.41466, 0.57881], [3.52087, -4.45023, -2.40126], [0.09208, 2.28165, -3.67592], [2.81685, -2.06706, -2.86043], [0.37086, 1.71823, -5.06738], [-2.83035, 4.88799, -0.36360], [-4.08497, 5.44999, -0.22693], [-0.21294, -3.31432, 0.51413], [1.85548, 4.52837, 3.97116], [1.20232, 3.57598, 4.75765], [2.12390, -5.39905, 2.65734], [3.77029, 3.19887, -2.68292], [-3.45954, 1.52609, 1.40094], [-3.62648, -3.70858, -0.91485], [-1.52332, -2.88703, 3.32298], [-2.15136, 6.65575, -1.34226], [-1.33602, -0.33130, -4.43247], [-5.66675, 2.97783, 1.43844], [2.77506, -4.83614, -3.09407], [-3.97201, -4.65343, -1.33280], [-0.15785, -1.24233, -3.46308], [-2.78828, -3.35747, -1.51525], [-6.79124, 5.85112, -0.36141], [-4.26866, 6.43683, -0.63084], [0.75456, -1.01035, 4.12911], [2.12489, 5.48888, 4.38084], [2.39611, -6.45036, 2.73884], [2.12583, -2.44048, -3.61684], [-0.52209, 1.80372, -5.68796], [3.64738, 3.61078, -4.78402], [3.46997, 4.15843, -2.28270], [3.78696, -2.74607, -1.09208], [4.35616, 1.25763, -5.33764], [1.03702, -5.33490, 2.65216], [3.75972, -1.79680, -3.33480], [-4.42978, -2.97952, -0.99622], [-2.67078, 1.49211, 2.15170], [-1.59131, -0.03104, 4.38135], [-0.88401, 5.82774, -0.45213], [-0.22667, -3.99761, 1.36468], [0.28042, -2.49965, 4.98178], [2.41131, -1.17216, -2.39266], [4.56000, -5.92358, 1.32275], [-0.48521, -3.86824, -0.38705], [2.31318, -5.27399, 0.50827], [-3.16955, 0.81085, 0.62920], [-0.63139, 3.09358, -3.65828], [0.75028, -0.30415, -5.81347], [-2.41253, -4.59988, 0.62732], [2.65986, 4.94335, 2.03201], [-6.41073, 6.21946, 1.31273], [3.94659, 2.44872, -0.78609], [0.95188, 3.75843, 5.78847], [4.65808, -4.44829, 2.28941], [4.64751, -4.34671, 0.53077], [-7.20592, 4.69908, 0.91127], [-0.51376, 3.64115, -0.53736], [-4.39695, 1.20625, 1.85278], [4.45177, -4.30505, -2.94684], [-1.43869, 5.18734, -1.99161], [-5.20083, -3.62179, 1.38290], [-4.77065, -5.29887, 1.03938], [3.69628, -5.19287, -1.62750], [0.97124, -2.57092, 3.35645], [1.16392, 2.28060, -5.55711], [-2.98832, -0.94536, 3.79575], [1.69522, 0.14527, -4.39109], [-2.15018, -1.45788, 5.26602], [0.38365, 1.56251, 4.68970], [-4.08164, -4.48281, 2.44450], [1.00407, 2.60452, -3.17232], [2.49577, -4.88142, 3.53929]]}

=====

Entry 3:
{"formula": "C3H7N3O2S", "method": "wB97M-V/def2-TZVPD", "lumo_energy_ev": 0.4773, "gap_ev": 8.62, "e_above_lowest_ev": 0.141, "homo_energy_ev": -8.1, "smiles": "CON=C(N)N.O=C=S", "energy_ev": -22623.14047, "symbols": ["S", "O", "O", "N", "N", "N", "C", "C", "C", "H", "H", "H", "H", "H", "H", "H"], "coordinates": [[2.68412, -0.39514, 0.79368], [2.87596, 1.96581, -0.47650], [-0.37320, -1.47724, 0.11182], [-0.03550, 1.00559, 1.35709], [-0.93451, -0.27577, -0.43310], [-1.20470, 1.94701, -0.42878], [2.67422, 0.97838, 0.05563], [-0.65537, -2.64620, -0.59761], [-0.67246, 0.82742, 0.11352], [-1.05459, -2.43349, -1.61878], [0.28764, 2.01979, 1.44256], [0.27992, -3.25292, -0.68908], [-1.42090, 2.80062, 0.13989], [0.83244, 0.47683, 1.51422], [-1.83123, 1.71330, -1.20331], [-1.45185, -3.25400, -0.08125]]}

=====

Entry 4:
{"formula": "Cl2H3PSi", "method": "wB97M-V/def2-TZVPD", "lumo_energy_ev": 0.6318, "gap_ev": 10.45, "e_above_lowest_ev": 0.459, "homo_energy_ev": -9.8, "smiles": "P[SiH](Cl)Cl", "energy_ev": -42261.96646, "symbols": ["Cl", "Cl", "P", "Si", "H", "H", "H"], "coordinates": [[1.02178, -2.16979, -0.53680], [1.94865, 0.67031, 1.02478], [-1.46669, 0.06684, -0.06628], [0.72255, -0.23462, -0.35718], [-1.55100, 1.40224, 0.31074], [0.87860, 0.27162, -1.67367], [-1.55389, -0.00661, 1.29840]]}